Here is 5 unconnected molecules or ions with the total composition C30H73O18P3 in a non-equilibrium geometry from the OMol25 dataset. Energies are from ωB97M-V/def2-TZVPD.

XYZ file:
```
124
Properties=species:S:1:pos:R:3:lowdin_charge:R:1
C -0.45 1.90 -7.78 -0.0516
C -1.64 2.43 -6.90 -0.2684
O -2.84 1.83 -7.33 -0.1941
P -3.80 0.95 -6.33 0.4599
O -4.25 1.66 -5.15 -0.2161
O -4.90 0.45 -7.40 -0.2033
C -4.64 0.01 -8.76 -0.2112
C -5.83 -1.05 -9.01 -0.0521
O -2.97 -0.37 -5.89 -0.1961
C -2.89 -0.76 -4.53 -0.2779
C -1.78 0.04 -3.89 -0.0684
H -0.73 1.93 -8.83 0.0676
H 0.51 2.43 -7.78 0.0677
H -0.26 0.85 -7.56 0.0670
H -1.54 2.36 -5.82 0.1003
H -1.71 3.51 -6.99 0.1125
H -4.65 0.91 -9.37 0.1109
H -3.71 -0.54 -8.94 0.1096
H -5.75 -1.87 -8.30 0.0652
H -6.75 -0.56 -8.70 0.0672
H -5.79 -1.48 -10.02 0.0666
H -3.81 -0.60 -3.97 0.1175
H -2.66 -1.82 -4.66 0.1181
H -2.18 1.03 -3.69 0.0721
H -1.49 -0.46 -2.97 0.0688
H -0.91 0.07 -4.55 0.0790
C -9.68 -1.76 4.18 -0.0679
C -8.45 -1.30 3.30 -0.1895
O -7.86 -0.32 4.24 -0.2217
P -6.29 0.07 4.26 0.5121
O -5.98 1.21 5.24 -0.2652
O -5.97 0.30 2.72 -0.1865
C -5.05 1.33 2.43 -0.2793
C -4.09 0.61 1.51 -0.0825
O -5.55 -1.38 4.48 -0.1887
C -5.71 -1.86 5.79 -0.3033
C -4.59 -1.38 6.77 -0.0604
H -9.33 -2.64 4.71 0.0669
H -10.23 -1.00 4.74 0.0797
H -10.45 -2.22 3.55 0.0623
H -7.76 -2.13 3.14 0.1123
H -8.83 -0.84 2.39 0.1124
H -5.47 2.05 1.73 0.1225
H -4.57 1.74 3.32 0.1137
H -3.41 1.38 1.14 0.0867
H -3.71 -0.27 2.03 0.0675
H -4.61 0.07 0.72 0.0805
H -6.70 -1.73 6.22 0.1159
H -5.58 -2.94 5.65 0.1124
H -4.57 -1.86 7.75 0.0718
H -3.61 -1.54 6.32 0.0735
H -4.92 -0.37 6.99 0.0600
C 8.19 1.26 -5.84 -0.0513
C 7.77 0.44 -4.58 -0.2826
O 6.36 0.54 -4.55 -0.2045
P 5.75 0.14 -3.08 0.5192
O 6.46 0.69 -1.93 -0.2283
O 4.24 0.67 -3.12 -0.2298
C 3.83 2.13 -3.09 -0.1696
C 4.48 2.91 -1.93 -0.0771
O 5.52 -1.55 -3.13 -0.1953
C 6.46 -2.41 -2.60 -0.3598
C 5.84 -3.25 -1.54 -0.0671
H 7.80 0.79 -6.75 0.0743
H 8.00 2.32 -5.70 0.0787
H 9.27 1.17 -5.97 0.0664
H 7.87 -0.65 -4.59 0.1105
H 8.28 0.83 -3.70 0.1101
H 4.19 2.40 -4.08 0.1087
H 2.76 2.33 -3.10 0.1100
H 5.57 2.92 -1.93 0.0638
H 4.06 3.90 -2.09 0.0754
H 4.16 2.58 -0.94 0.0818
H 6.68 -3.05 -3.46 0.1180
H 7.44 -1.99 -2.35 0.1200
H 5.51 -2.59 -0.73 0.0851
H 5.03 -3.88 -1.90 0.0786
H 6.66 -3.87 -1.17 0.0799
C -0.74 1.38 6.10 -0.1179
O 0.54 1.57 6.69 -0.2077
C 0.73 2.93 7.18 -0.1321
C 2.15 3.17 7.89 -0.1637
O 3.27 2.51 7.39 -0.1451
C 3.66 1.30 7.94 -0.2050
C 5.11 1.27 7.70 -0.2254
O 5.44 -0.01 7.35 -0.1610
C 6.33 -0.77 8.16 -0.0974
H -1.53 1.80 6.73 0.0811
H -1.02 0.34 5.93 0.0771
H -0.79 1.90 5.15 0.0809
H -0.10 3.15 7.85 0.1077
H 0.52 3.52 6.29 0.1097
H 2.05 2.98 8.96 0.1112
H 2.33 4.24 7.91 0.1177
H 3.05 0.55 7.43 0.1347
H 3.35 1.32 8.99 0.1252
H 5.65 1.62 8.59 0.1324
H 5.27 1.99 6.89 0.1347
H 7.35 -0.41 8.28 0.0828
H 6.45 -1.81 7.86 0.0805
H 5.92 -0.96 9.16 0.0817
C 0.37 -3.53 -3.47 -0.0518
O 1.04 -2.30 -3.89 -0.1598
C 2.10 -2.04 -3.11 -0.2711
C 1.86 -0.95 -2.06 -0.1687
O 0.78 -1.38 -1.28 -0.1578
C 0.22 -0.57 -0.29 -0.2116
C 0.94 -0.75 1.04 -0.2026
O 0.35 0.04 2.05 -0.1714
C -0.61 -0.64 2.81 -0.1161
H -0.24 -3.89 -4.29 0.0836
H -0.17 -3.36 -2.54 0.0861
H 1.17 -4.27 -3.40 0.0805
H 2.90 -1.59 -3.71 0.1113
H 2.47 -2.95 -2.65 0.1148
H 1.63 -0.08 -2.67 0.1208
H 2.70 -0.90 -1.37 0.1258
H -0.82 -0.87 -0.21 0.1226
H 0.28 0.48 -0.57 0.1314
H 1.95 -0.36 0.88 0.1268
H 0.96 -1.83 1.17 0.1324
H -0.22 -1.49 3.37 0.0904
H -1.14 -1.20 2.03 0.0709
H -1.26 0.04 3.37 0.0799
```

Summary:
Highest occupied orbital energy, eV: -9.10
Calculated total energy, eV: -97015.566
SMILES: CCOP(=O)(OCC)OCC.CCOP(=O)(OCC)OCC.CCOP(=O)(OCC)OCC.COCCOCCOC.COCCOCCOC